86
Properties=species:S:1:pos:R:3 method="wB97M-V/def2-TZVPD" e_homo_ev="-18.351 / -18.198" e_tot_ev=-85701.5021 total_charge=+4 gap_ev="4.428 / 4.333" de_lowest_kj_mol=131.6 lumo_ev="-13.92 / -13.86" fmax_ev_per_a=2.63
Sn -0.174 0.380 -0.766
P 1.863 1.106 0.801
P -2.337 1.997 -0.060
P 0.710 1.559 -2.876
H -0.704 -4.304 -0.499
C 0.159 -4.097 -1.151
C 1.406 -4.366 -0.762
H 1.591 -4.889 0.169
C 2.419 0.564 2.457
C 1.807 2.938 0.961
C 3.413 0.788 -0.135
C -3.836 1.311 -0.892
C -2.867 2.232 1.683
C -1.968 3.685 -0.701
C 2.033 0.464 -3.460
C 1.462 3.189 -2.630
C -0.668 1.706 -4.040
H -0.004 -3.474 -2.070
H 2.264 -4.029 -1.370
H 2.422 -0.534 2.535
H 1.788 0.980 3.256
H 3.451 0.940 2.576
H 0.974 3.233 1.623
H 1.672 3.422 -0.020
H 2.762 3.266 1.403
H 3.541 -0.299 -0.273
H 4.250 1.172 0.474
H 3.423 1.280 -1.120
H -4.754 1.911 -0.883
H -4.083 0.347 -0.417
H -3.592 1.103 -1.946
H -3.734 2.876 1.855
H -2.020 2.657 2.248
H -3.108 1.242 2.114
H -2.688 4.479 -0.465
H -1.831 3.666 -1.794
H -1.004 3.995 -0.256
H 2.074 0.451 -4.554
H 1.891 -0.575 -3.121
H 3.014 0.810 -3.079
H 1.695 3.643 -3.594
H 2.405 3.112 -2.063
H 0.770 3.857 -2.091
H -0.335 1.440 -5.060
H -1.107 2.725 -4.069
H -1.492 1.017 -3.761
C -0.808 -2.865 -5.638
C -1.926 -2.830 -6.518
C -2.003 -3.692 -7.598
C -0.998 -4.645 -7.809
C 0.025 -4.809 -6.863
C 0.090 -3.953 -5.770
S -0.429 -1.520 -4.605
H -1.083 -1.446 -3.286
H -2.752 -2.136 -6.347
H -2.808 -3.622 -8.324
H -0.935 -5.194 -8.748
H 0.772 -5.581 -7.041
H 0.827 -4.160 -4.967
C -2.234 -2.120 1.854
P -0.807 -1.107 2.414
C -1.467 -0.183 3.845
C -0.821 1.021 4.196
C -1.188 1.729 5.335
C -2.259 1.300 6.122
C -2.947 0.142 5.758
C -2.552 -0.607 4.635
C 0.169 -2.415 3.276
C -0.173 -3.046 4.481
C 0.641 -4.058 5.013
C 1.875 -4.373 4.425
C 2.229 -3.721 3.238
C 1.365 -2.807 2.645
H -3.111 -1.488 1.653
H -2.482 -2.876 2.614
H -1.962 -2.651 0.928
H -0.028 1.401 3.558
H -0.618 2.621 5.607
H -2.544 1.879 7.019
H -3.789 -0.199 6.379
H -3.097 -1.527 4.405
H -1.078 -2.772 5.032
H 0.342 -4.611 5.912
H 2.550 -5.120 4.850
H 3.187 -3.913 2.752
H 1.592 -2.367 1.675

100
Properties=species:S:1:pos:R:3 method="wB97M-V/def2-TZVPD" e_homo_ev=-11.366 e_tot_ev=-221177.4058 total_charge=+1 gap_ev=6.919 lumo_ev=-4.45 fmax_ev_per_a=4.20
C 1.716 3.926 0.470
C 2.305 2.539 0.081
S 0.986 1.518 -0.695
C 0.525 0.272 0.567
C 1.252 -1.055 0.282
C 1.839 -1.813 1.443
P 2.277 -1.011 3.048
N 1.001 -0.950 3.971
N 1.980 -3.025 1.080
C 2.573 -3.961 1.975
Br 4.489 -4.066 1.851
C 1.881 -4.693 2.804
C 0.384 -4.589 2.876
Br 2.773 -5.936 3.931
C 1.516 -3.317 -0.294
O 0.877 -4.554 -0.224
C 0.685 -2.063 -0.740
C -0.819 -2.396 -0.663
C -1.707 -1.247 -1.212
C -2.981 -0.962 -0.398
C -2.799 -0.920 1.138
N -3.191 0.381 1.746
C -3.964 0.207 2.957
C -3.468 -0.724 4.062
O -4.955 0.786 3.089
C 1.062 -1.876 -2.204
O 2.455 -1.708 -2.380
C 2.940 -2.544 -3.410
H 0.657 3.994 0.261
H 2.219 4.708 -0.095
H 1.887 4.079 1.535
H 2.730 2.037 0.948
H 3.079 2.661 -0.670
H 0.778 0.691 1.542
H -0.556 0.197 0.541
H 2.182 -0.709 -0.218
H 2.656 0.309 2.712
H 3.386 -1.695 3.589
H 1.239 -1.452 4.826
H 0.015 -5.490 3.358
H -0.074 -4.486 1.897
H 0.135 -3.750 3.530
H 2.459 -3.495 -0.829
H 0.490 -4.789 -1.084
H -0.951 -3.252 -1.326
H -1.100 -2.744 0.331
H -2.030 -1.555 -2.208
H -1.123 -0.345 -1.379
H -3.806 -1.627 -0.642
H -3.320 0.033 -0.689
H -3.430 -1.703 1.559
H -1.784 -1.173 1.465
H -2.318 0.845 1.981
H -3.995 -0.476 4.974
H -3.724 -1.746 3.776
H -2.388 -0.655 4.185
H 0.678 -2.707 -2.803
H 0.573 -0.982 -2.605
H 2.798 -2.099 -4.399
H 2.497 -3.543 -3.384
H 4.016 -2.657 -3.275
C 3.365 -8.108 -6.238
C 3.197 -7.040 -5.178
C 3.651 -7.456 -3.800
O 2.791 -6.685 -2.949
C 1.657 -6.430 -3.646
O 0.660 -5.980 -3.166
O 1.806 -6.744 -4.950
H 2.533 -8.810 -6.219
H 3.379 -7.659 -7.231
H 4.300 -8.653 -6.106
H 3.690 -6.115 -5.491
H 4.694 -7.212 -3.613
H 3.490 -8.516 -3.596
C -1.125 6.926 5.360
C -1.569 6.334 4.039
C -1.203 4.881 3.857
O -1.049 4.776 2.437
C -0.711 6.010 1.975
O -0.319 6.235 0.874
O -0.881 6.949 2.936
H -0.080 7.235 5.317
H -1.709 7.816 5.593
H -1.258 6.217 6.178
H -2.641 6.489 3.896
H -1.983 4.208 4.208
H -0.257 4.613 4.336
C -2.656 6.856 -0.831
C -3.373 6.883 -2.164
C -2.452 6.919 -3.359
O -3.228 7.625 -4.329
C -4.099 8.423 -3.652
O -4.748 9.284 -4.145
O -4.119 8.098 -2.330
H -2.362 7.858 -0.520
H -3.319 6.465 -0.056
H -1.775 6.220 -0.865
H -4.074 6.046 -2.235
H -2.201 5.924 -3.722
H -1.529 7.474 -3.172